# 1
The following is a DFT calculation (ωB97M-V/def2-TZVPD) of C14H22BIrN9OS2 as an isolated structure.

Atoms and positions in Å:
Ir: 0.174764 0.589812 0.154104
N: 2.209402 0.391577 -0.921046
C: 2.768863 1.478287 -1.772972
C: 2.729652 2.829612 -1.074354
C: 1.354187 3.477106 -1.096527
N: 0.447891 2.893474 -0.075699
H: 2.848741 0.221626 -0.144811
H: 2.197874 -0.472730 -1.457607
H: 2.184879 1.516113 -2.693272
H: 3.795670 1.233266 -2.045901
H: 3.428532 3.494733 -1.581376
H: 3.080697 2.727423 -0.040488
H: 0.898759 3.338187 -2.078121
H: 1.447235 4.549402 -0.924839
H: -0.484590 3.282727 -0.194349
H: 0.751995 3.203166 0.849129
C: 0.949974 -2.975772 3.034559
N: -0.409051 -2.750858 2.528372
C: -1.529810 -2.899131 3.232202
C: -2.608175 -2.656417 2.359479
N: -2.131744 -2.359132 1.158318
B: -3.113895 -2.441812 -0.087388
N: -2.664162 -1.687246 -1.376020
C: -2.844504 -2.243645 -2.617502
C: -2.651077 -1.277349 -3.549028
N: -2.354405 -0.126252 -2.866930
C: -2.108575 1.183530 -3.466736
C: -2.365087 -0.397386 -1.544556
S: -2.145728 0.798779 -0.313414
C: -0.753637 -2.388776 1.235658
S: 0.345562 -2.052277 0.035500
H: 0.970391 -2.752566 4.097358
H: 1.642739 -2.325907 2.512166
H: 1.229362 -4.015666 2.878754
H: -1.531214 -3.162153 4.279136
H: -3.668562 -2.705404 2.557550
H: -3.201816 -3.605885 -0.371108
H: -4.174882 -2.006264 0.272390
H: -3.110203 -3.278245 -2.745979
H: -2.714814 -1.318341 -4.622790
H: -2.244536 1.104229 -4.540480
H: -1.094292 1.514468 -3.253592
H: -2.812669 1.910751 -3.070914
O: 0.542206 0.493556 2.154029
N: 1.819736 0.238270 2.468831
C: 2.517754 1.251183 2.825252
C: 3.911623 1.057094 3.123076
N: 5.038981 0.917600 3.288563
C: 1.965413 2.588659 2.805539
N: 1.464529 3.614585 2.677855

Atomic forces in eV per Å
Ir -0.18 0.12 0.12
N -0.26 0.13 -0.05
C 0.09 0.14 0.06
C -0.18 -0.14 -0.06
C 0.06 -0.05 0.05
N -0.15 -0.03 -0.02
H 0.02 -0.04 -0.01
H 0.02 -0.03 0.03
H 0.00 -0.05 0.00
H 0.00 -0.10 0.02
H 0.03 -0.01 0.04
H 0.09 0.09 -0.05
H -0.04 0.04 0.00
H -0.06 0.03 0.04
H -0.02 -0.03 -0.02
H -0.07 0.04 -0.10
C 0.09 -0.04 0.00
N -0.17 -0.08 0.03
C -0.04 -0.02 0.10
C -0.13 0.07 0.17
N 0.35 0.04 0.17
B -0.49 -0.11 -0.34
N 0.04 -0.08 0.13
C 0.08 -0.10 0.05
C 0.01 0.05 -0.04
N 0.07 0.12 -0.03
C -0.05 -0.02 0.03
C -0.22 -0.03 -0.12
S 0.53 0.20 0.03
C 0.18 0.03 -0.31
S 0.13 -0.46 -0.02
H -0.07 0.04 0.00
H -0.05 0.04 -0.01
H -0.05 -0.02 -0.06
H -0.04 0.02 -0.04
H 0.06 -0.03 0.01
H 0.15 0.05 0.02
H 0.17 0.07 0.16
H 0.01 0.02 0.06
H 0.03 0.05 0.02
H 0.01 -0.04 -0.01
H 0.04 -0.03 -0.01
H -0.03 0.00 0.01
O -0.16 0.38 -0.22
N 0.09 -0.48 -0.11
C 0.12 0.43 0.06
C -0.08 -0.02 0.00
N -0.09 0.01 0.02
C -0.01 -0.07 0.11
N 0.16 -0.08 0.11

Summary:
**Lowest unoccupied orbital energy (alpha / beta)**: -6.4837 / -9.6030 eV
**Energy above the lowest of the compared OMol25 structures with the same formula, charge and spin**: 57.02 kcal per mole
**Calculated total energy**: -55500.37640 eV
**⟨S²⟩**: 8.780
**Charge**: +2
**Spin multiplicity**: 6

For each atom in turn, the natural (NBO) charge in e is: number 1, Ir, carries 1.270; number 2, N, carries -0.846; number 3, C, carries -0.224; number 4, C, carries -0.434; number 5, C, carries -0.225; number 6, N, carries -0.851; number 7, H, carries 0.404; number 8, H, carries 0.407; number 9, H, carries 0.207; number 10, H, carries 0.228; number 11, H, carries 0.263; number 12, H, carries 0.208; number 13, H, carries 0.202; number 14, H, carries 0.232; number 15, H, carries 0.408; number 16, H, carries 0.419; number 17, C, carries -0.423; number 18, N, carries -0.310; number 19, C, carries 0.098; number 20, C, carries 0.110; number 21, N, carries -0.433; number 22, B, carries 0.159; number 23, N, carries -0.455; number 24, C, carries -0.017; number 25, C, carries -0.037; number 26, N, carries -0.305; number 27, C, carries -0.407; number 28, C, carries 0.218; number 29, S, carries -0.054; number 30, C, carries 0.254; number 31, S, carries -0.027; number 32, H, carries 0.243; number 33, H, carries 0.256; number 34, H, carries 0.248; number 35, H, carries 0.268; number 36, H, carries 0.275; number 37, H, carries -0.003; number 38, H, carries -0.004; number 39, H, carries 0.263; number 40, H, carries 0.257; number 41, H, carries 0.246; number 42, H, carries 0.207; number 43, H, carries 0.241; number 44, O, carries -0.566; number 45, N, carries -0.030; number 46, C, carries 0.002; number 47, C, carries 0.195; number 48, N, carries -0.145; number 49, C, carries 0.248; number 50, N, carries -0.239

# 2
The following is a DFT calculation (ωB97M-V/def2-TZVPD) of an isolated ion of composition C4H8NO2 and charge -1.

Atoms and positions in Å:
C: -1.230629 1.612608 -0.870679
O: -1.897666 1.629966 -2.017322
C: -0.423947 0.182989 -0.671664
C: -0.159131 -0.037876 0.848657
C: 0.860894 -1.125009 1.111814
N: 1.933710 -1.343865 0.256708
O: 0.732473 -1.886099 2.063528
H: -0.480797 2.421461 -0.734335
H: -1.914585 1.550351 0.018731
H: -1.095608 -0.610108 -1.000206
H: 0.409775 0.247075 -1.376837
H: 0.038434 0.862339 1.427625
H: -1.105463 -0.427715 1.224614
H: 2.331081 -2.259922 0.326957
H: 2.001459 -0.816195 -0.607591

Atomic forces in eV per Å
C -0.53 -2.50 -0.49
O 0.14 0.46 -0.24
C -0.62 1.95 0.67
C 0.33 -0.67 -1.66
C 0.19 -0.74 0.49
N -0.80 1.14 0.01
O 0.05 -0.01 0.02
H 0.20 0.10 0.34
H 0.14 0.61 0.31
H -0.02 0.13 -0.22
H 0.31 -0.17 0.35
H 0.35 0.23 -0.19
H 0.19 -0.03 0.32
H 0.22 -0.06 -0.03
H -0.15 -0.43 0.31

Summary:
**Lowest unoccupied orbital energy**: 3.7083 eV
**Energy above the lowest of the compared OMol25 structures with the same formula, charge and spin**: 47.60 kcal per mole
**Calculated total energy**: -9862.72264 eV
**SMILES string**: NC(=O)CCC[O-]
**Charge**: -1
**Spin multiplicity**: 1

For each atom in turn, the natural (NBO) charge in e is: number 1, C, carries 0.026; number 2, O, carries -0.943; number 3, C, carries -0.459; number 4, C, carries -0.521; number 5, C, carries 0.688; number 6, N, carries -0.850; number 7, O, carries -0.660; number 8, H, carries 0.069; number 9, H, carries 0.053; number 10, H, carries 0.194; number 11, H, carries 0.166; number 12, H, carries 0.221; number 13, H, carries 0.232; number 14, H, carries 0.389; number 15, H, carries 0.398

Q: Among the records above, which one has the lowest calculated total energy?
A: C14H22BIrN9OS2

Q: calculated total energy of number 2 (C4H8NO2)?
A: -9862.72264 eV

Q: What is the spin multiplicity in the first record?
A: 6